Computed, not measured: C8H21GdINO4P2 as an isolated structure at a distorted geometry, with ωB97M-V with the def2-TZVPD basis set.

Properties
HOMO-LUMO gap (spin up / spin down) in hartree: 0.2193 / 0.3113
Multiplicity: 8
Total charge: +2
LUMO level (spin up / spin down) in eV: -9.15 / -7.07

XYZ file:
```
38
Properties=species:S:1:pos:R:3:lowdin_charge:R:1
C -1.449 -3.384 0.400 -0.2305
Gd 0.506 -0.002 0.347 1.0731
H 1.796 -2.397 2.376 0.0695
H 0.938 4.256 1.637 0.0754
C -1.492 3.328 -0.094 -0.2323
H 2.294 -2.608 -0.552 0.0617
H -1.273 4.411 -0.131 0.0758
C 0.839 -2.936 2.223 -0.2228
H -0.531 -0.987 -5.873 0.0167
P 0.101 2.562 0.216 0.6408
H 0.145 -2.604 3.017 0.0626
H -0.709 0.783 -6.029 0.0198
H -1.214 -4.458 0.520 0.0758
O -1.074 -0.185 4.370 0.1423
O 1.066 0.205 4.381 0.1448
H 0.918 -2.943 -1.672 0.0542
C -2.009 -0.038 0.024 -0.1136
I -0.709 0.106 -3.340 0.7244
H 0.112 2.946 2.612 0.0690
H 0.878 0.082 -5.586 0.0106
O -3.160 -0.057 -0.106 0.1507
O 0.018 0.054 2.322 -0.4361
H 0.993 -4.025 2.244 0.0769
C 0.803 3.173 1.779 -0.2257
H 2.254 2.472 -0.930 0.0613
C -0.204 -0.019 -5.484 -0.4341
P 0.137 -2.569 0.586 0.6550
H -2.173 3.049 0.737 0.0760
H 1.436 -4.221 -0.453 0.0743
C 1.329 -3.146 -0.664 -0.2409
H -1.852 -3.130 -0.602 0.0692
H 1.767 2.674 2.003 0.0678
C 1.279 2.970 -1.115 -0.2510
H 1.377 4.065 -1.068 0.0745
N 0.006 0.028 3.851 -0.3876
H -2.131 -2.993 1.185 0.0777
H 0.878 2.610 -2.083 0.0124
H -1.890 2.926 -1.049 0.0621
```

---

Computed, not measured: one molecule with the formula C2H4O3S at a distorted geometry, with ωB97M-V with the def2-TZVPD basis set.

Properties
SMILES string: O=C(S)COO
HOMO-LUMO gap in hartree: 0.3794
Multiplicity: 1
Total charge: 0
LUMO level in eV: 0.58
Energy above the lowest of the compared OMol25 structures with the same formula, charge and spin in kcal/mol: 72.9

XYZ file:
```
10
Properties=species:S:1:pos:R:3:lowdin_charge:R:1
O -1.051 0.679 1.021 -0.0434
C -0.525 -0.416 -0.817 -0.2219
O 1.195 -1.489 0.602 0.0287
S 1.609 1.118 -0.254 0.8416
H 2.293 1.129 0.918 -0.1010
C 0.910 -0.556 -0.129 -0.6657
H -1.134 -1.278 -0.556 0.1314
H -1.891 0.425 1.415 0.1145
O -1.102 0.747 -0.367 -0.1874
H -0.304 -0.357 -1.833 0.1033
```

---

Computed, not measured: a 5-piece molecular cluster, C5H18NO5S overall at a distorted geometry, with ωB97M-V with the def2-TZVPD basis set.

Properties
HOMO-LUMO gap in hartree: 0.2198
Multiplicity: 1
Total charge: -1
LUMO level in eV: 2.97
Energy above the lowest of the compared OMol25 structures with the same formula, charge and spin in kcal/mol: 25.5

XYZ file:
```
30
Properties=species:S:1:pos:R:3:lowdin_charge:R:1
H 0.092 -3.420 -1.647 -0.0051
O 2.023 -1.476 3.489 -0.1056
H -2.039 -0.936 0.391 0.1075
O -0.110 -0.917 1.945 -0.0006
N 0.929 0.607 0.700 -0.1522
H 0.893 2.011 -0.822 0.0581
C -0.089 -0.336 0.859 -0.4121
H -1.204 1.694 -0.289 -0.0070
H 1.145 0.911 2.698 0.0806
O 1.621 -2.226 -1.514 -0.0627
H 2.553 1.382 1.837 0.0902
H 1.275 -2.047 3.739 0.0333
H 2.443 1.275 -0.589 0.0897
H 1.263 0.377 -1.443 0.0632
H 1.802 -1.828 -0.650 0.0479
O -0.601 -3.753 -1.066 -0.0869
C -1.207 -0.512 -0.181 -0.1700
C 1.465 1.412 1.777 -0.0578
H -1.031 -1.250 -0.956 0.0545
H -0.237 3.465 -0.473 0.0057
H -2.766 0.962 -0.405 0.0276
H 1.678 -1.065 2.666 -0.0106
H -0.271 -3.457 -0.196 0.0336
H 1.065 2.424 1.811 0.0774
O -0.610 3.712 0.369 -0.0714
C -1.733 0.872 -0.761 -0.8044
S -1.822 0.906 -2.532 0.1399
H -1.394 4.251 0.155 0.0608
H 1.100 -1.586 -2.032 0.0474
C 1.371 1.058 -0.605 -0.0712
```

---

Computed, not measured: C20H28F4IN4OReSSi as an isolated structure, with ωB97M-V with the def2-TZVPD basis set.

Properties
HOMO-LUMO gap (spin up / spin down) in hartree: 0.2429 / 0.2507
Multiplicity: 2
Total charge: +1
LUMO level (spin up / spin down) in eV: -4.26 / -3.92
Energy above the lowest of the compared OMol25 structures with the same formula, charge and spin in kcal/mol: 0.0

XYZ file:
```
61
Properties=species:S:1:pos:R:3:lowdin_charge:R:1
H -0.222 -2.088 -3.703 0.1317
H 2.621 -0.955 -1.783 0.1023
H -3.339 2.290 3.196 0.0448
C 2.696 -3.188 2.203 -0.0902
N 1.188 0.540 -1.940 -0.2185
H -0.249 0.348 -3.456 0.1250
C -4.291 -2.719 -0.283 0.0886
C 3.332 0.636 -0.542 -0.0735
C 1.484 2.988 -1.260 -0.0783
C 2.613 0.135 -1.788 -0.2182
F -3.832 -1.264 1.498 0.0443
C 0.537 3.056 2.565 -0.1627
H 1.142 -2.222 -2.600 0.1156
H 2.638 0.761 0.287 0.0415
H 1.541 2.162 -3.244 0.1310
H -2.549 3.832 3.499 0.0498
C 1.027 1.982 -2.292 -0.2407
C 2.550 -1.850 2.530 -0.0166
C -3.427 -1.837 0.348 -0.2737
C -1.789 3.388 0.493 -0.1635
Si -1.160 2.542 2.005 0.4043
I 2.056 -5.702 0.620 0.9738
H 1.303 2.957 1.798 0.0135
F -1.574 1.002 -1.080 -0.4078
F -4.716 -4.134 -2.105 0.1188
H 0.427 -3.245 -0.297 0.0954
H -1.087 3.382 -0.337 0.0069
H 3.162 0.442 -2.686 0.1299
C -3.900 -3.287 -1.483 -0.1972
H 3.121 -1.404 3.332 0.1254
H 0.516 4.106 2.874 0.0507
C -1.854 -2.120 -1.404 -0.2358
H -2.007 2.392 4.359 0.0316
C 1.928 -3.711 1.173 -0.7094
H -2.722 2.940 0.146 0.0464
O -1.105 -1.524 2.833 -0.4430
H -1.993 4.425 0.776 0.0531
H -0.039 2.121 -2.467 0.0990
N -0.977 0.708 1.682 -0.5186
F -2.334 -3.541 -3.248 0.1106
H -5.254 -2.973 0.140 0.1425
H 3.830 1.589 -0.695 0.0682
H 1.491 -0.040 2.063 0.0897
C -2.675 -2.999 -2.075 -0.1464
H 2.561 3.126 -1.235 0.0695
N -0.603 -1.551 -1.695 -0.1657
H 1.369 -0.139 -3.958 0.1352
H 0.843 2.470 3.437 0.0388
C 0.261 -1.621 -2.846 -0.1572
Re -0.521 -0.337 -0.236 1.5782
H 4.095 -0.083 -0.241 0.0852
H 1.147 2.688 -0.271 0.0318
S -1.403 -0.116 2.904 0.9053
C 0.646 -0.183 -3.136 -0.1794
C 1.653 -1.080 1.823 -0.1624
C -2.372 2.756 3.397 -0.2009
H 3.392 -3.816 2.743 0.1135
N 0.921 -1.577 0.813 -0.0929
H 1.041 3.959 -1.485 0.0916
C 1.052 -2.878 0.504 -0.1785
C -2.190 -1.539 -0.165 -0.1520
```

---

| no. | total energy (eV) |
| --- | --- |
| 1 | -65809.500 |
| 2 | -19112.662 |
| 3 | -28040.756 |
| 4 | -69010.330 |